{"formula": "CH6N2O3S", "method": "wB97M-V/def2-TZVPD", "symbols": ["C", "N", "N", "O", "O", "O", "S", "H", "H", "H", "H", "H", "H"], "positions_angstrom": [[-1.189, 0.206, -0.609], [-1.293, 1.535, -0.326], [-1.351, -0.618, 0.348], [2.253, -1.667, 0.046], [1.155, 0.049, 1.373], [1.116, 0.236, -1.092], [2.031, -0.081, -0.010], [-0.912, -0.015, -1.566], [-1.375, 2.212, -1.015], [-1.677, 1.892, 0.529], [2.367, -1.957, 1.015], [-1.311, -1.674, 0.020], [0.185, -0.119, 1.286]], "nbo_charge": [0.33, -0.80, -0.82, -0.91, -0.96, -0.95, 1.76, 0.19, 0.38, 0.39, 0.52, 0.36, 0.53], "homo_lumo_gap_ha": 0.369, "e_above_lowest_kj_mol": 39.1, "charge": 0, "homo_ev": -9.30, "lumo_ev": 0.74, "fmax_ev_per_a": 3.416}